No. 1
Entry from the Open Molecules 2025 dataset: C21H16Br4N2O7S2W as an isolated structure in a non-equilibrium geometry (wB97M-V/def2-TZVPD).

```
! RIJCOSX wB97M-V def2-TZVPD def2/J DEFGRID3
* xyz -1 2
W 0.833 2.464 0.029
O -0.947 2.946 -0.813
N -1.352 2.738 -2.057
C -2.678 2.824 -2.353
C -3.125 2.559 -3.617
C -2.215 2.200 -4.612
C -0.858 2.146 -4.297
C -0.424 2.422 -3.015
S 1.217 2.454 -2.505
H -3.308 3.114 -1.529
H -4.181 2.635 -3.827
H -2.548 1.976 -5.611
H -0.117 1.890 -5.031
Br 6.082 0.327 4.258
C 4.935 0.606 2.789
C 5.166 -0.067 1.599
Br 6.618 -1.255 1.451
C 4.327 0.132 0.506
Br 4.561 -0.807 -1.111
C 3.265 1.015 0.597
O 2.424 1.295 -0.357
C 3.007 1.699 1.828
O 1.962 2.470 1.798
C 3.852 1.478 2.908
Br 3.498 2.376 4.532
C -1.367 -6.269 -0.805
C -1.044 -4.829 -0.545
C -1.411 -3.822 -1.444
C -1.166 -2.497 -1.162
C -0.534 -2.152 0.031
C -0.118 -3.144 0.918
C -0.370 -4.464 0.627
S -0.400 -0.454 0.449
O -0.658 0.341 -0.727
O 0.815 -0.161 1.176
N -1.712 -0.240 1.485
C -2.073 1.158 1.709
C -1.133 1.917 2.654
C -1.107 3.418 2.237
O -1.880 4.199 2.757
O -0.251 3.708 1.336
H -1.917 -6.378 -1.737
H -1.976 -6.673 0.004
H -0.456 -6.865 -0.860
H -1.897 -4.090 -2.372
H -1.436 -1.703 -1.840
H 0.410 -2.855 1.812
H -0.048 -5.235 1.313
H -1.518 -0.716 2.356
H -3.098 1.180 2.091
H -2.064 1.625 0.717
H -0.112 1.530 2.572
H -1.476 1.834 3.687
*
```

## Properties
Lowest unoccupied orbital energy (spin up / spin down) (eV): 2.04 / 2.04
Kohn-Sham gap (spin up / spin down) (eV): 5.445 / 5.038
Relative energy (zero: lowest compared OMol25 entry of this formula, charge and spin) (kJ/mol): 185.3

No. 2
Entry from the Open Molecules 2025 dataset: C21H16Cl2FeN2OS5 as an isolated structure in a non-equilibrium geometry (wB97M-V/def2-TZVPD).

```
! RIJCOSX wB97M-V def2-TZVPD def2/J DEFGRID3
* xyz -1 2
Fe 0.326 0.363 0.719
Cl 4.613 -1.924 1.991
C 3.308 -2.514 1.003
C 3.410 -3.788 0.433
C 2.426 -4.290 -0.374
Cl 2.623 -5.873 -1.101
C 1.256 -3.536 -0.632
C 0.194 -3.932 -1.475
C -0.887 -3.110 -1.631
C -0.938 -1.895 -0.922
N 0.033 -1.500 -0.131
C 1.144 -2.279 -0.008
C 2.199 -1.689 0.788
O 2.042 -0.504 1.216
H 4.295 -4.377 0.631
H 0.255 -4.878 -1.995
H -1.705 -3.379 -2.285
H -1.795 -1.244 -1.007
C -3.136 1.568 0.785
N -1.866 1.766 0.106
C -1.471 3.164 0.221
C -1.989 1.425 -1.307
C -0.644 1.200 -1.968
C -0.599 1.192 -3.364
C 0.574 0.899 -4.033
C 1.719 0.632 -3.289
C 1.663 0.654 -1.904
C 0.484 0.925 -1.179
H -3.940 2.162 0.317
H -3.048 1.867 1.829
H -3.415 0.515 0.760
H -1.338 3.431 1.268
H -2.241 3.819 -0.219
H -0.527 3.324 -0.296
H -2.552 2.214 -1.839
H -2.597 0.515 -1.383
H -1.499 1.411 -3.932
H 0.600 0.880 -5.116
H 2.649 0.399 -3.795
H 2.572 0.436 -1.351
S -0.869 3.462 7.189
C -0.569 2.729 5.758
S -1.279 1.240 5.281
C -0.546 1.066 3.696
C 0.321 2.113 3.341
S 1.150 2.232 1.902
S 0.496 3.358 4.569
S -0.900 -0.249 2.735
*
```

## Properties
Lowest unoccupied orbital energy (spin up / spin down) (eV): 2.28 / 0.99
Kohn-Sham gap (spin up / spin down) (eV): 6.855 / 5.470
Relative energy (zero: lowest compared OMol25 entry of this formula, charge and spin) (kJ/mol): 0.0

No. 3
Entry from the Open Molecules 2025 dataset: the molecule C21H16F3N3O3 in a non-equilibrium geometry (wB97M-V/def2-TZVPD).

```
! RIJCOSX wB97M-V def2-TZVPD def2/J DEFGRID3
* xyz 0 1
O 2.647 -2.674 0.024
O -4.584 -2.276 -2.714
F -2.466 3.232 -0.990
F -4.709 3.698 -0.746
F -3.503 2.818 0.813
N 2.411 0.083 0.968
O 1.551 -0.597 0.052
C 1.653 -1.971 -0.122
C -4.325 -1.172 -2.228
C -4.839 0.020 -2.882
C -4.757 1.244 -2.295
C -3.555 0.270 -0.384
C -4.031 1.383 -1.068
C 3.020 1.217 0.806
C 5.963 3.248 3.281
C 5.103 2.168 3.753
C 6.062 3.344 1.917
C -0.747 -4.606 -1.362
C 0.406 -3.860 -1.065
C 4.204 1.461 2.879
C 5.042 2.736 1.099
C -1.999 -3.993 -1.016
C -0.865 -2.173 0.003
C 0.428 -2.679 -0.386
C 4.051 1.830 1.561
C -2.004 -2.740 -0.455
N 2.676 1.609 -0.454
N -3.891 -0.964 -0.871
C -3.631 2.783 -0.521
C -3.389 -2.162 -0.063
H -5.451 0.136 -3.768
H -5.447 2.082 -2.651
H -2.994 0.431 0.584
H 6.671 3.713 3.989
H 5.143 1.803 4.747
H 6.784 3.999 1.505
H -0.612 -5.481 -2.021
H 1.352 -4.272 -1.398
H 3.411 0.775 3.332
H 5.074 2.830 -0.029
H -2.885 -4.615 -1.052
H -0.812 -1.123 0.246
H 3.171 2.394 -0.836
H 2.113 0.969 -1.101
H -4.122 -3.002 -0.059
H -3.317 -1.915 0.979
*
```

## Properties
Lowest unoccupied orbital energy (eV): -0.08
Kohn-Sham gap (eV): 8.777
Relative energy (zero: lowest compared OMol25 entry of this formula, charge and spin) (kJ/mol): 412.1
SMILES: N/C(=N\OC(=O)c1cccc(Cn2cc(C(F)(F)F)ccc2=O)c1)c1ccccc1

No. 4
Entry from the Open Molecules 2025 dataset: C21H16N3NaO11S as an isolated structure in a non-equilibrium geometry (wB97M-V/def2-TZVPD).

```
! RIJCOSX wB97M-V def2-TZVPD def2/J DEFGRID3
* xyz 0 1
Na -1.573 0.205 0.236
O -1.401 -3.971 0.060
C -0.901 -2.968 0.784
O -1.582 -2.166 1.367
C 0.599 -3.010 0.799
C 1.260 -4.231 0.889
C 2.637 -4.220 0.950
C 3.299 -3.004 0.895
C 2.549 -1.840 0.793
N 1.219 -1.843 0.760
C 3.170 -0.466 0.688
O 4.446 -0.332 1.099
O 2.566 0.472 0.270
H -2.361 -3.861 0.001
H 0.702 -5.157 0.906
H 3.193 -5.144 1.039
H 4.382 -2.994 0.906
H 4.816 -1.157 1.426
O -3.321 0.871 -1.488
C -2.324 0.296 -1.955
O -1.767 -0.750 -1.523
C -1.629 1.000 -3.120
C -0.244 0.984 -3.208
C 0.383 1.732 -4.194
C -0.329 2.467 -5.120
C -1.706 2.446 -5.024
C -2.366 1.741 -4.032
N -2.490 3.216 -6.006
O -1.877 3.885 -6.816
O -3.700 3.137 -5.945
N 1.852 1.746 -4.270
O 2.366 2.358 -5.188
O 2.466 1.159 -3.402
H 0.337 0.394 -2.511
H 0.168 3.036 -5.889
H -3.444 1.774 -3.960
C -0.800 4.572 -0.385
S 0.177 3.052 -0.355
O -0.797 2.013 0.104
C 1.157 3.475 1.093
C 2.457 3.929 0.938
C 3.209 4.222 2.066
C 2.665 4.044 3.330
C 1.369 3.563 3.474
C 0.610 3.274 2.350
H -1.249 4.714 0.596
H -1.573 4.427 -1.140
H -0.153 5.409 -0.650
H 2.879 4.039 -0.055
H 4.225 4.577 1.958
H 3.255 4.277 4.208
H 0.951 3.408 4.460
H -0.396 2.881 2.435
*
```

## Properties
Lowest unoccupied orbital energy (eV): -0.43
Kohn-Sham gap (eV): 8.519
Relative energy (zero: lowest compared OMol25 entry of this formula, charge and spin) (kJ/mol): 82.0

No. 5
Entry from the Open Molecules 2025 dataset: C21H17BeF10N5 as an isolated structure (wB97M-V/def2-TZVPD).

```
! RIJCOSX wB97M-V def2-TZVPD def2/J DEFGRID3
* xyz 0 1
Be 0.619 -0.259 0.249
C 2.751 -0.987 1.626
N 2.047 -1.247 0.365
C 2.782 -0.737 -0.806
C 2.654 0.796 -0.762
N 1.322 1.093 -0.225
C 0.917 2.399 -0.069
C -0.453 2.674 0.016
F -1.314 1.643 -0.056
C -0.978 3.935 0.192
F -2.299 4.108 0.264
C -0.132 5.025 0.281
F -0.623 6.257 0.439
C 1.227 4.807 0.210
F 2.067 5.839 0.314
C 1.735 3.526 0.059
F 3.077 3.409 0.061
C 1.430 -2.585 0.349
C 0.188 -2.504 1.256
N -0.371 -1.160 1.096
C -1.428 -0.819 1.937
C -1.289 -0.746 3.323
F -0.094 -1.000 3.884
C -2.322 -0.378 4.164
F -2.128 -0.316 5.483
C -3.552 -0.042 3.633
F -4.553 0.333 4.430
C -3.735 -0.106 2.265
F -4.927 0.187 1.743
C -2.693 -0.503 1.445
F -2.951 -0.613 0.138
H 3.658 -1.597 1.680
H 2.096 -1.225 2.462
H 3.014 0.067 1.691
H 2.284 -1.127 -1.688
H 3.828 -1.056 -0.811
H 2.788 1.183 -1.777
H 3.457 1.218 -0.157
H 2.127 -3.359 0.682
H 1.129 -2.791 -0.675
H 0.450 -2.726 2.296
H -0.510 -3.285 0.933
C -2.147 -0.164 -2.797
C -1.098 -1.141 -3.195
N -0.015 -1.452 -2.522
C 0.639 -2.399 -3.293
C -0.058 -2.658 -4.427
N -1.166 -1.845 -4.355
H -1.786 0.448 -1.976
H -3.053 -0.672 -2.463
H -2.407 0.490 -3.631
H 1.572 -2.844 -2.987
H 0.124 -3.318 -5.256
H -1.902 -1.775 -5.035
*
```

## Properties
Lowest unoccupied orbital energy (eV): 0.42
Kohn-Sham gap (eV): 8.252